# 1
ORCA calculation (ωB97M-V with the def2-TZVPD basis set) on a cluster of 15 separate species, C60H126N16O26 in total in a non-equilibrium geometry.

```
! wB97M-V def2-TZVPD RIJCOSX def2/J DEFGRID3
* xyz 0 1
H 2.51390 -1.43332 -6.28043
H 3.51012 -4.51593 10.81016
H 1.29285 -2.94303 0.58187
H 4.97703 2.32737 4.02604
H -4.48805 2.58126 -7.69679
H 0.15319 1.46916 -2.91144
H 2.66131 1.84428 1.28964
C -3.20889 6.02291 2.36155
H -2.76288 -4.23102 -0.47398
H -0.82292 0.62469 1.88226
C 5.29610 -0.93413 -6.69793
C -5.38206 -1.37526 -0.58233
C -3.36477 0.82934 -8.67493
C 3.26274 -2.75572 9.74077
H -6.17740 -3.16038 -1.35909
C 0.14256 -1.09043 0.98461
H -3.01229 5.27945 1.61030
C 4.57248 -0.81680 -8.07542
N 3.95878 -0.79037 4.06427
H -4.83330 -7.93100 -0.11295
H -2.83554 3.45177 -2.96788
H -0.74915 -2.76139 -0.73252
H 3.90523 -0.43358 -2.40525
O -0.60911 -0.03838 6.86529
H 4.65832 -1.74027 -8.67469
H 0.68742 -2.14394 -8.64788
O -2.09147 -4.67564 2.55502
H -6.31862 0.97320 -4.16351
C 2.78114 -3.57345 7.34057
H -3.28095 -0.99750 -0.13764
H -1.54416 -0.49029 -4.98233
H 1.91487 -4.36342 9.97294
H 4.39876 1.74904 -8.75098
H 0.27422 -0.79191 -5.05126
H 1.71448 -4.24657 12.46618
C -4.85455 -4.82647 0.95553
C -4.72216 4.88266 4.86157
H 3.32856 -0.37441 0.97522
H 2.43186 -1.99811 9.57811
N 1.95261 -2.74636 -4.54113
H -4.55331 5.62008 5.65796
H 3.17110 -1.29586 -0.97407
H -2.39885 1.29401 -8.66364
H -4.73077 1.77061 4.24668
C -3.91855 1.72752 -3.87245
N -0.52588 2.33239 -7.47701
O 2.78003 -3.36023 -5.29491
N -3.34715 4.44648 4.33199
H -1.95359 2.82382 -4.34356
N 0.34475 -2.00507 3.53791
C 5.95040 -2.58545 7.30981
H -4.40684 -0.28770 1.01230
C -3.69859 3.89230 -4.98459
C 4.14163 0.33829 0.74102
C 4.03369 -0.69858 -1.35621
H -5.32582 1.10437 -7.77833
H -3.19630 8.23349 2.09233
H -3.40547 -6.92276 -0.14263
H 6.13153 -2.32772 6.28658
C -3.66385 2.03752 4.13686
O 5.64780 0.18528 -5.93950
H 2.70108 2.45054 -8.90573
C -0.53917 -0.20498 -4.55006
H -1.67920 7.57351 2.61938
C 2.67100 -0.57970 -9.49144
C -0.08431 -0.78163 -0.42784
H -4.52954 -6.99692 -1.58458
H -2.74838 4.38242 6.34782
C 0.17997 0.45755 -1.01360
C -2.53311 3.80991 5.43209
H 5.05152 0.00821 -8.68718
C 0.68152 -2.41846 4.90287
H -4.23145 3.53903 2.62469
H 1.73659 -0.02572 -9.62667
C 4.62765 -1.98770 7.73937
O -0.38417 2.97707 3.01470
H 4.68176 -1.58187 -6.12866
C -0.54800 -1.84301 -1.20316
H -3.63303 2.27379 6.38773
C 5.95729 2.65993 1.18448
C -0.05872 0.60289 -2.30196
H 2.86057 3.82666 0.41061
C -0.33954 -0.36015 2.06666
H 1.12376 -2.75351 11.66462
H 5.54775 4.20018 -0.89595
C -3.00103 2.35759 5.55080
O -0.50872 0.01146 8.99892
C -4.45129 -6.97021 -0.48942
O 2.81343 -0.44672 3.78502
C -3.76203 1.21826 -6.29796
H 6.52885 3.54049 1.35715
H -0.39587 0.87323 -4.73046
O -1.55088 2.99604 -7.35819
H 6.23761 -1.41931 -6.99554
H -5.72502 3.22665 -4.48514
H 1.95466 -2.87109 7.36582
N -3.04808 1.71449 -0.52393
H 0.24162 -1.75720 5.64729
N -4.64475 -3.55321 0.20263
H 6.59628 -4.81358 7.44250
H -2.19251 7.37748 0.99349
H -3.65455 0.13021 -6.14830
C -4.13740 -2.43503 1.20650
C 5.72822 -4.15809 7.32288
C -5.01248 3.19143 -5.30907
H 1.76723 -2.35757 5.04131
C 4.77097 0.52315 -4.79538
O -2.57742 1.35797 0.57501
O -0.42289 4.78868 1.90513
H -3.14890 -0.22666 -8.40068
H -5.84105 -5.36387 -0.81744
H -1.46460 3.80136 5.11433
C -3.49415 3.29860 3.32153
O -2.83954 0.97920 -1.54118
H 6.74469 -2.22637 7.91652
H -2.53571 3.24390 2.75999
H -2.78894 1.65450 -6.25342
N 3.76820 -3.14517 8.35671
O -3.56157 -1.84059 -3.11974
H -5.54298 -4.66639 1.79001
H 3.73416 2.77872 -7.50147
C 4.76159 -4.23358 8.56656
H -2.21748 1.66940 5.82213
H -5.50727 3.50557 -6.21820
O 1.14479 -0.81933 7.82204
H -4.24117 6.19341 2.48871
H -3.11893 1.26284 3.63108
H 3.95681 -0.19919 -4.82885
H 3.42223 -0.04307 -10.07969
H 3.76584 2.75893 -0.59738
O -4.25083 -1.84917 -5.15333
O 4.91664 -0.00194 3.78206
H -4.92441 -2.50211 1.98198
H 4.08415 -2.31581 10.27944
H 4.79103 -1.18379 8.47629
H 3.05837 3.74416 2.76828
H -3.73409 0.86492 -9.67416
C 4.75136 4.69737 -0.41753
O 2.28795 -1.68537 -4.10352
H -5.30964 5.28316 4.09972
C 0.84545 -1.69349 -7.68073
N -4.66063 1.69392 -5.17951
H 2.40346 -4.59212 7.59109
H 4.10954 -1.60865 6.86256
N -0.95792 -4.92755 2.17856
H -3.41544 0.80339 -3.72079
C -0.20983 -0.78084 3.34437
O 0.81900 -3.13938 -4.39448
O -0.62409 -4.77387 1.02987
H 2.86354 -2.56656 -7.61974
H 0.60547 1.25298 -0.40825
C 0.75489 -2.30703 1.25989
H -3.08572 4.05425 -5.87203
H 5.25981 -4.52598 6.36154
H -0.39523 -0.31432 4.27882
H -1.17751 -2.38414 -3.17510
C -2.99392 2.98848 -3.95170
H 6.20861 2.10992 0.28974
H -6.23886 -0.63742 -0.40231
H 4.07873 3.65026 4.66266
C 1.98890 -3.38599 11.84488
C 3.88474 3.56272 0.14795
H 4.15857 5.24184 -1.13720
C 4.81632 3.39853 3.88700
C 2.34598 -1.63448 -7.38506
H -3.88995 4.92536 -4.63088
H -2.68533 6.41036 4.46110
H -6.70784 -2.93305 0.23759
C -5.78098 0.76590 -5.10928
H 0.36725 -3.42112 5.17397
C 0.80307 -2.72622 2.57069
H -1.61083 5.24730 3.70102
N -0.56178 -0.42444 -3.08290
H -6.46361 0.89042 -6.01540
H 1.74796 1.10621 -7.49507
C 3.46521 2.06110 -8.26595
H 4.44335 4.81029 2.29091
O -3.70868 2.72323 -0.55018
C 3.69655 1.56155 1.53964
H 5.28341 -4.09176 9.50378
N 4.44632 2.87603 1.34523
C -5.84076 -2.81327 -0.39529
N 0.10513 3.68197 2.14914
H -4.99545 -1.10802 -1.55581
C -2.64006 5.56453 3.72980
O 0.24982 2.22497 -6.52527
C 2.67398 -3.86415 10.56902
H 5.02364 -0.13347 1.19474
C -3.68523 -3.76249 -0.85846
C -4.29570 1.51978 -7.69246
H -4.01666 -4.42214 -1.63600
N 3.10340 -0.54143 -8.10789
H 1.35612 -3.65610 2.86845
H -4.66454 1.82859 -3.08004
H 3.79825 1.27128 2.58578
H -6.33709 -6.35021 0.38981
H -3.89892 -4.98943 1.36635
O 4.27519 0.54263 -0.65220
H 4.27275 -5.21104 8.65154
H 5.04481 5.29762 0.40791
H 0.26856 -0.76405 -7.66587
C 4.14135 3.83640 2.58502
C -4.22402 -1.11095 0.37255
O -0.20130 1.68805 -8.48966
O 1.16839 3.35320 1.63763
H 3.17084 -3.48639 6.32300
H 4.48989 1.55433 -4.86880
H 5.78890 3.86738 3.99245
C 2.78829 0.86613 -7.50644
H 2.65354 -2.95754 12.53120
N -4.36061 -2.25132 -3.96381
H 3.16035 0.88801 -6.46085
O 4.21030 -1.83950 4.70910
N 0.03492 -0.22232 7.92183
H -3.14986 -2.73391 1.64944
H 4.89288 -1.38113 -1.24421
H 0.35574 -2.40576 -6.98123
O -5.30253 -2.96091 -3.60379
H 5.39757 0.39985 -3.89072
C -2.55018 7.37601 2.01417
H -5.20271 3.95528 5.24436
H 6.22062 1.98635 1.99999
H -5.34663 -0.21554 -5.05444
C -5.39493 -5.89640 0.00520
C -0.82637 -1.58218 -2.52363
H 2.62310 -1.59074 -9.94039
H -3.57703 -2.86193 -1.39130
O -0.12418 -5.22126 3.06561
*
```

The value obtained for the LUMO energy is -0.4 eV. The calculation puts the energy relative to the best compared isomer or geometry (same formula, charge and spin) at 0.00 kJ/mol. As for the total energy: -141305.6423 eV.

---

# 2
ORCA calculation (ωB97M-V with the def2-TZVPD basis set) on a cluster of 2 separate species, C3H6O4 in total in a non-equilibrium geometry.

```
! wB97M-V def2-TZVPD RIJCOSX def2/J DEFGRID3
* xyz 0 3
O -1.88859 -0.74594 0.13331
O -0.03370 1.04418 -1.43468
O 1.09829 -1.28916 -0.21129
H -3.71496 0.25699 0.24993
H -2.57065 0.14151 1.77352
C -2.65449 -0.00736 0.64267
H 0.85078 -1.73581 0.66090
H 2.40329 0.09519 -0.94762
H 2.60633 -0.32609 0.88471
C 1.90251 -0.22998 -0.02827
C 0.22219 1.47613 -0.29614
O 1.17523 0.92199 0.44241
H 0.60379 0.39836 -1.86946
*
```

The value obtained for the LUMO energy (spin up / spin down) is 0.7 / -0.6 eV. The calculation puts the energy relative to the best compared isomer or geometry (same formula, charge and spin) at 230.55 kJ/mol. As for the total energy: -11391.0175 eV.

---

Question: What is the formula in the second record?
Answer: C3H6O4

---

Question: Among the records above, which one has the lowest energy relative to the best compared isomer or geometry (same formula, charge and spin)?
Answer: C60H126N16O26

---

Question: The highest energy relative to the best compared isomer or geometry (same formula, charge and spin) belongs to which entry?
Answer: C3H6O4